Entry from OMol25: the molecule C2H8S2Si2 at a distorted geometry (the ωB97M-V functional and the def2-TZVPD basis).

XYZ file:
```
14
Properties=species:S:1:pos:R:3:forces:R:3
C 1.1897 0.9879 0.7241 -1.0 -3.7 0.1
C 0.4807 0.0035 1.7113 -0.6 -0.5 -0.5
S -1.4659 -0.3696 1.5657 1.8 0.6 -0.5
Si -1.6443 -1.0459 -0.4882 3.8 1.3 0.7
Si -0.3056 0.2500 -2.0116 0.4 -0.6 1.2
S 1.6028 0.2865 -0.9197 -0.2 -0.4 -0.2
H 0.6430 1.8180 0.5439 -1.8 2.8 -0.2
H 2.1156 1.2374 1.1375 1.5 0.5 0.7
H 1.0707 -0.9215 1.7847 -0.6 -0.1 -0.6
H 0.4994 0.3265 2.7398 -0.1 0.8 0.2
H -2.9076 -1.4400 -0.7728 -2.8 -0.6 -0.5
H -0.7116 -2.1799 -0.5333 0.0 -0.5 -0.2
H -0.0295 -0.6178 -3.1966 -0.1 0.4 0.1
H -0.5373 1.6650 -2.2849 -0.4 0.2 -0.3
```
Forces are in eV/Å.

The multiplicity is 1. The HOMO-LUMO gap comes out at 9.3 eV. The value obtained for the HOMO energy is -8.67 eV. The SMILES is C1CS[SiH2][SiH2]S1. The calculation puts the energy relative to the best compared isomer or geometry (same formula, charge and spin) at 18.0 kcal/mol. Its total charge is 0.